[1]
Formula: C24H48CaO24
Source: OMol25
Level of theory: the ωB97M-V functional and the def2-TZVPD basis

```
97
Properties=species:S:1:pos:R:3
Ca -0.0402 0.0653 0.1634
C -2.2024 -4.4628 -2.9220
O -1.9508 -3.3078 -2.1049
C -0.7736 -2.7132 -2.0875
O -0.5693 -1.7782 -1.3646
O 0.0880 -3.2918 -2.9160
C 1.4890 -3.0864 -2.6629
H -3.2357 -4.7903 -2.8892
H -1.5983 -5.2761 -2.5173
H -1.8819 -4.2889 -3.9460
H 1.7185 -2.0295 -2.7715
H 1.9771 -3.6759 -3.4349
H 1.8251 -3.4707 -1.7045
C -3.4106 -2.4946 1.7663
O -2.2676 -2.9738 2.4679
C -1.1194 -2.3646 2.3608
O -0.7847 -1.6324 1.4621
O -0.2792 -2.6697 3.3584
C -0.5907 -3.7631 4.2151
H -3.3138 -1.5608 1.2205
H -4.2071 -2.3507 2.4958
H -3.7578 -3.2631 1.0774
H -1.0476 -4.6080 3.6962
H -1.1636 -3.4881 5.0952
H 0.3208 -4.2679 4.5439
C 4.3784 0.0622 -0.8620
O 4.2746 -0.9964 0.0766
C 3.1266 -1.5856 0.2526
O 2.0300 -1.0773 0.1103
O 3.2981 -2.8172 0.7031
C 2.1137 -3.5439 1.0725
H 5.3702 -0.0346 -1.2805
H 4.1375 1.0322 -0.4174
H 3.5654 0.1178 -1.5918
H 1.1886 -3.2182 0.5953
H 1.9304 -3.4265 2.1381
H 2.3127 -4.5567 0.7337
C -0.1080 5.2460 -1.8058
O -0.2419 4.1337 -0.9349
C 0.7643 3.4453 -0.4466
O 0.6451 2.3654 0.0491
O 1.8827 4.1702 -0.4988
C 3.0710 3.6820 0.0812
H -1.0945 5.6813 -1.9404
H 0.1614 4.8711 -2.7978
H 0.6089 6.0270 -1.5618
H 3.0095 2.9919 0.9194
H 3.6821 4.5411 0.3502
H 3.6610 3.1761 -0.6886
C 3.8767 0.8367 3.0613
O 2.6923 1.0396 3.8195
C 1.5051 0.8549 3.2886
O 1.2632 0.4103 2.1982
O 0.5482 1.2071 4.1349
C 0.7398 1.0471 5.5545
H 4.7283 1.0503 3.6988
H 3.9775 1.5541 2.2429
H 3.8767 -0.1535 2.6110
H 1.0601 0.0201 5.7090
H -0.1273 1.3430 6.1355
H 1.5285 1.7176 5.8996
C -4.4622 -0.2712 -1.0763
O -3.9851 0.6203 -2.0696
C -2.6846 0.8499 -2.1329
O -1.9080 0.6821 -1.2121
O -2.2555 1.3063 -3.2635
C -2.9638 1.0914 -4.5157
H -5.5479 -0.3226 -1.1203
H -4.1778 0.0073 -0.0641
H -4.1455 -1.2981 -1.2688
H -2.4302 1.5082 -5.3577
H -3.9810 1.4230 -4.3199
H -3.0099 0.0041 -4.6222
C -1.3842 3.5115 2.3390
O -2.2201 2.5533 3.0041
C -2.3761 1.3648 2.3973
O -1.6741 0.9393 1.4976
O -3.2949 0.6218 2.9447
C -3.6106 0.6735 4.3498
H -1.1433 3.2827 1.3058
H -0.4564 3.5778 2.9094
H -1.9407 4.4426 2.4224
H -3.1503 -0.1840 4.8422
H -4.6908 0.5955 4.4215
H -3.2592 1.5422 4.8982
C 0.4679 -0.5691 -5.3988
O 0.2040 -0.3204 -4.0148
C 1.0449 0.3779 -3.2817
O 0.8653 0.4911 -2.0975
O 1.8902 1.0787 -4.0068
C 2.7769 2.0478 -3.4459
H 1.2938 -1.2811 -5.4300
H 0.7347 0.2783 -6.0291
H -0.3786 -1.0403 -5.8926
H 2.6534 2.1406 -2.3701
H 2.7797 3.0084 -3.9504
H 3.7592 1.5954 -3.6026
```

E = -93236.5750 eV
E_LUMO = -3.6 eV
relative energy (zero: lowest compared OMol25 entry of this formula, charge and spin) = 1.507 eV
2S+1 = 1
total charge = +2
HOMO level = -15.3 eV

---

[2]
Formula: C24H48Cl16NO3PS2
Source: OMol25
Level of theory: the ωB97M-V functional and the def2-TZVPD basis

```
95
Properties=species:S:1:pos:R:3
N 4.3543 2.4470 2.2272
C 5.1518 1.3857 1.6341
C 4.3475 0.3599 0.8635
C 3.3218 -0.3838 1.6975
C 1.9829 -0.5429 0.9609
C 0.7659 -0.3954 1.8461
C 0.3421 1.0107 2.1272
S -1.3311 0.8182 2.9563
O 1.1197 1.7489 3.0177
C 1.4023 2.9401 2.5097
O 1.8437 3.7876 3.0717
O 1.1232 2.9863 1.1934
C 0.1632 1.9944 0.9794
P -0.0493 1.4749 -0.7825
S 1.5567 1.9336 -1.8038
H 3.6221 2.0535 2.7969
H 3.8877 2.9355 1.4740
H 5.7244 0.9010 2.4024
H 5.8463 1.8518 0.9743
H 3.9245 0.8664 0.0169
H 5.0466 -0.3492 0.4710
H 3.1627 0.0496 2.6664
H 3.7067 -1.3620 1.8701
H 1.9592 -1.5418 0.5830
H 1.9818 0.1010 0.1037
H 1.0160 -0.8275 2.7913
H -0.0424 -0.9794 1.4878
H -2.0432 0.0573 2.0931
H -0.7852 2.4430 1.1960
H -0.4322 0.1273 -0.8793
H -1.0968 2.2697 -1.2540
Cl -3.7558 -1.1092 1.3546
C -4.1839 -2.6691 2.1369
C -4.3173 -2.5324 3.6274
Cl -2.7466 -2.2106 4.4035
H -3.4151 -3.3923 1.8544
H -5.1298 -2.9933 1.7059
H -4.6952 -3.4650 4.0418
H -4.9992 -1.7312 3.9029
Cl 5.6930 -5.9311 -1.1194
C 5.1784 -5.2817 -2.6993
C 4.2774 -4.0860 -2.5584
Cl 2.6873 -4.5217 -1.8778
H 4.6922 -6.0831 -3.2475
H 6.0819 -4.9953 -3.2334
H 4.0933 -3.6472 -3.5340
H 4.7179 -3.3281 -1.9196
Cl 2.5566 -1.5418 -4.0620
C 1.9666 -0.9610 -5.6417
C 0.9975 0.1857 -5.5427
Cl -0.5543 -0.3094 -4.8222
H 1.5174 -1.8120 -6.1462
H 2.8412 -0.6445 -6.2071
H 0.7815 0.5572 -6.5385
H 1.3971 1.0008 -4.9499
Cl -2.8211 -5.4145 1.2915
C -1.5938 -5.8093 0.0611
C -1.2656 -4.5765 -0.7296
Cl -2.6906 -4.0727 -1.6660
H -1.9970 -6.5954 -0.5699
H -0.7095 -6.1916 0.5663
H -0.4485 -4.7760 -1.4196
H -0.9766 -3.7499 -0.0848
Cl -6.4078 -5.7061 -0.4529
C -7.4604 -4.7413 -1.5224
C -6.7231 -4.2347 -2.7323
Cl -5.5059 -3.0127 -2.2992
H -7.8713 -3.9236 -0.9380
H -8.2772 -5.3889 -1.8342
H -7.4232 -3.7619 -3.4185
H -6.2179 -5.0401 -3.2577
Cl -4.2591 0.7176 7.2847
C -3.8247 2.1028 6.2504
C -4.7277 2.2182 5.0527
Cl -4.4756 0.8825 3.9015
H -2.7861 1.9877 5.9537
H -3.9135 2.9975 6.8630
H -4.5132 3.1422 4.5193
H -5.7748 2.2223 5.3404
Cl -1.5266 7.6459 4.1334
C -0.0871 7.0098 3.2899
C 0.7968 8.1071 2.7662
Cl 0.0354 9.0050 1.4262
H -0.4279 6.3593 2.4902
H 0.4628 6.4090 4.0107
H 1.7172 7.6765 2.3782
H 1.0501 8.8189 3.5459
Cl 3.4880 2.9195 -4.5347
C 3.6502 3.7445 -6.1028
C 2.3154 4.2112 -6.6051
Cl 1.2614 2.8583 -7.0987
H 4.1366 3.0727 -6.8042
H 4.2991 4.6029 -5.9421
H 2.4439 4.8377 -7.4853
H 1.7941 4.7871 -5.8466
```

E = -264617.9199 eV
E_LUMO = 0.3 eV
2S+1 = 1
HOMO level = -8.7 eV

---

[3]
Formula: C24H48Cl6O7
Source: OMol25
Level of theory: the ωB97M-V functional and the def2-TZVPD basis

```
85
Properties=species:S:1:pos:R:3
C 0.0869 0.4794 -1.7019
Cl -0.3788 1.0143 -0.0381
Cl -0.2763 -1.3213 -1.8421
H -0.5719 0.9800 -2.4114
H 1.1295 0.7174 -1.9130
C -0.3444 0.0788 3.4338
Cl -0.6638 0.4241 5.1500
Cl -1.5088 -1.2559 2.9683
H -0.5166 1.0122 2.8978
H 0.6993 -0.2279 3.3641
C -1.4920 0.6652 -5.5647
Cl -1.9934 2.3670 -5.5564
Cl 0.2832 0.4016 -5.0788
H -2.1417 0.2214 -4.8104
H -1.6760 0.1463 -6.5054
C 1.6170 -5.3039 -0.7848
C 1.3461 -4.3181 0.2930
O 2.2108 -3.9800 1.1089
C -0.1436 -4.0211 0.5301
H 1.1586 -6.1984 -0.3632
H 2.6951 -5.3302 -0.9434
H 1.0436 -5.0210 -1.6676
H -0.6111 -3.6868 -0.3961
H -0.3265 -3.3793 1.3919
H -0.5631 -4.9666 0.8740
C -2.1587 3.3224 2.1059
C -2.8340 2.7971 3.3822
O -3.6497 1.9035 3.2818
C -2.2476 3.3301 4.6827
H -1.1498 2.9761 1.8816
H -2.3003 4.4024 2.1452
H -2.7644 2.9175 1.2952
H -2.6293 4.3019 4.9957
H -1.1940 3.5145 4.4732
H -2.3003 2.6477 5.5311
C 4.3975 2.8385 -1.5287
C 3.6733 2.1740 -2.7011
O 2.5551 2.4683 -3.0524
C 4.3870 1.0391 -3.3392
H 4.2935 2.2348 -0.6272
H 4.0405 3.8625 -1.4182
H 5.4601 2.9090 -1.7611
H 4.2342 0.2251 -2.6305
H 5.4549 1.1333 -3.5366
H 3.9289 0.7391 -4.2816
C 4.8396 -1.7524 2.0046
C 4.1411 -0.4732 1.4602
O 4.6579 0.5793 1.6393
C 2.8951 -0.6488 0.6860
H 4.3755 -1.9579 2.9693
H 5.8663 -1.5548 2.3128
H 4.8298 -2.5689 1.2826
H 2.1289 -1.0189 1.3672
H 2.9889 -1.3462 -0.1464
H 2.6521 0.3343 0.2828
C 2.2760 2.6604 1.7340
C 2.0397 3.5947 2.8600
O 0.9134 3.9045 3.0784
C 3.1112 4.0878 3.8109
H 2.3802 1.6853 2.2099
H 3.2349 2.9661 1.3154
H 1.4819 2.7824 0.9975
H 2.7402 4.3657 4.7974
H 3.6115 4.9037 3.2893
H 3.7072 3.2169 4.0840
C -2.6736 -2.3944 -3.7495
C -3.9752 -1.9807 -4.4847
O -3.9742 -1.4134 -5.5763
C -5.2876 -2.3956 -3.9800
H -1.9502 -2.7550 -4.4808
H -2.8463 -3.2727 -3.1276
H -2.3047 -1.4724 -3.3002
H -5.2985 -3.4810 -4.0789
H -6.0050 -1.8574 -4.5994
H -5.4171 -2.1124 -2.9354
C -5.1550 -1.1205 1.7741
C -4.7181 -1.1524 0.2918
O -5.5843 -0.9990 -0.5683
C -3.2790 -1.2446 -0.1497
H -4.8227 -0.2502 2.3400
H -4.7802 -2.0104 2.2798
H -6.2304 -1.2945 1.8098
H -2.8322 -0.3791 -0.6389
H -3.2791 -1.9755 -0.9583
H -2.7174 -1.4332 0.7653
```

E = -115131.5436 eV
E_LUMO = 0.3 eV
relative energy (zero: lowest compared OMol25 entry of this formula, charge and spin) = 1.666 eV
2S+1 = 1
HOMO level = -9.4 eV

---

[4]
Formula: C24H48F2K2O20P
Source: OMol25
Level of theory: the ωB97M-V functional and the def2-TZVPD basis

```
97
Properties=species:S:1:pos:R:3
K 2.1038 -2.3575 -1.9710
K 2.6704 2.5391 -1.0861
O 0.2156 1.8297 -0.0646
P -0.4214 0.4653 -0.2162
O 0.1995 -0.6509 -1.0515
F -1.9090 0.6507 -0.8038
F -0.6388 -0.0687 1.3069
C -4.9724 0.5265 -2.4410
C -4.4377 1.8963 -2.9258
O -4.0601 1.9147 -4.3374
C -4.8813 2.0004 -5.4234
O -6.1062 2.0634 -5.3091
O -4.1297 2.1389 -6.5108
C -4.6475 2.2945 -7.8380
H -4.2654 -0.2958 -2.5510
H -5.7577 0.0836 -3.0537
H -5.1568 0.5650 -1.3674
H -3.5420 2.0665 -2.3284
H -5.2140 2.6490 -2.7886
H -5.1087 3.2814 -7.8779
H -5.3626 1.4752 -7.9126
H -3.8641 2.0289 -8.5479
C -0.6110 4.1788 3.8529
C 0.5056 3.3510 3.1842
O 1.7521 3.8205 3.6922
C 2.8226 4.0534 2.9221
O 2.8532 3.9760 1.6959
O 3.7336 4.6019 3.6822
C 5.0560 4.7787 3.0549
H -1.4888 4.2426 3.2099
H -0.3100 5.1905 4.1249
H -0.9292 3.7595 4.8074
H 0.4128 3.4659 2.1042
H 0.5580 2.2819 3.3898
H 5.0954 5.1639 2.0360
H 5.6501 3.8689 3.1404
H 5.6744 5.4886 3.6042
C 2.9864 0.7303 2.1977
C 2.7390 -0.6387 1.5274
O 3.4634 -1.6753 2.1436
C 3.7488 -2.7809 1.4598
O 3.3854 -3.0123 0.3200
O 4.6240 -3.5575 2.1619
C 4.9550 -4.8604 1.5773
H 4.0602 0.9168 2.2161
H 2.5508 0.8174 3.1930
H 2.3591 1.4363 1.6535
H 3.1270 -0.5788 0.5105
H 1.6677 -0.8361 1.4877
H 5.5548 -4.7019 0.6810
H 4.0032 -5.3304 1.3299
H 5.5630 -5.4204 2.2878
C 0.9292 1.6115 -4.4862
C -0.4989 1.2091 -4.2306
O -0.8913 0.1340 -5.0917
C -1.1311 0.3624 -6.3848
O -1.0841 1.4763 -6.9554
O -1.2610 -0.8162 -7.0438
C -1.4250 -0.7028 -8.3966
H 1.5844 0.7587 -4.3084
H 1.1681 2.4529 -3.8358
H 1.1139 1.8698 -5.5289
H -1.1177 2.0587 -4.5194
H -0.6856 1.0375 -3.1705
H -2.3664 -0.2561 -8.7164
H -1.5371 -1.7236 -8.7619
H -0.5006 -0.3434 -8.8488
C 0.1043 -5.9924 1.5432
C 0.4587 -4.5500 1.6785
O -0.6051 -3.7046 1.1636
C -0.7099 -3.5154 -0.1938
O 0.1065 -3.9869 -0.9972
O -1.8304 -2.8835 -0.5193
C -2.2261 -2.6312 -1.8413
H 0.8758 -6.4591 2.1557
H 0.2078 -6.2823 0.4976
H -0.9242 -6.0575 1.8982
H 1.3934 -4.2609 1.1981
H 0.6592 -4.3064 2.7218
H -3.1807 -2.1145 -1.9400
H -2.1265 -3.5551 -2.4111
H -1.6042 -1.8898 -2.3431
C -0.6521 -2.4638 4.7442
C -0.0099 -1.0728 4.2099
O 0.7711 -0.5265 5.2483
C 0.1826 0.1263 6.2554
O -1.0114 0.1356 6.5292
O 1.1116 0.7632 6.9142
C 0.7392 1.4584 8.1897
H -1.1183 -3.0627 3.9618
H -1.4886 -2.1689 5.3778
H 0.0178 -3.1113 5.3100
H -0.6129 -0.3807 3.6221
H 0.8018 -1.3823 3.5515
H 1.5438 2.1776 8.3424
H 0.7580 0.7418 9.0108
H -0.2046 2.0003 8.2519
```

E = -113979.2895 eV
E_LUMO (spin up / spin down) = -5.1 / -11.6 eV
2S+1 = 2
total charge = +2
HOMO level (spin up / spin down) = -13.0 / -13.0 eV

---

Q: The highest E belongs to which entry?
A: C24H48CaO24

---

Please write out number 3 again, unchanged.
Formula: C24H48Cl6O7
Source: OMol25
Level of theory: the ωB97M-V functional and the def2-TZVPD basis

```
85
Properties=species:S:1:pos:R:3
C 0.0869 0.4794 -1.7019
Cl -0.3788 1.0143 -0.0381
Cl -0.2763 -1.3213 -1.8421
H -0.5719 0.9800 -2.4114
H 1.1295 0.7174 -1.9130
C -0.3444 0.0788 3.4338
Cl -0.6638 0.4241 5.1500
Cl -1.5088 -1.2559 2.9683
H -0.5166 1.0122 2.8978
H 0.6993 -0.2279 3.3641
C -1.4920 0.6652 -5.5647
Cl -1.9934 2.3670 -5.5564
Cl 0.2832 0.4016 -5.0788
H -2.1417 0.2214 -4.8104
H -1.6760 0.1463 -6.5054
C 1.6170 -5.3039 -0.7848
C 1.3461 -4.3181 0.2930
O 2.2108 -3.9800 1.1089
C -0.1436 -4.0211 0.5301
H 1.1586 -6.1984 -0.3632
H 2.6951 -5.3302 -0.9434
H 1.0436 -5.0210 -1.6676
H -0.6111 -3.6868 -0.3961
H -0.3265 -3.3793 1.3919
H -0.5631 -4.9666 0.8740
C -2.1587 3.3224 2.1059
C -2.8340 2.7971 3.3822
O -3.6497 1.9035 3.2818
C -2.2476 3.3301 4.6827
H -1.1498 2.9761 1.8816
H -2.3003 4.4024 2.1452
H -2.7644 2.9175 1.2952
H -2.6293 4.3019 4.9957
H -1.1940 3.5145 4.4732
H -2.3003 2.6477 5.5311
C 4.3975 2.8385 -1.5287
C 3.6733 2.1740 -2.7011
O 2.5551 2.4683 -3.0524
C 4.3870 1.0391 -3.3392
H 4.2935 2.2348 -0.6272
H 4.0405 3.8625 -1.4182
H 5.4601 2.9090 -1.7611
H 4.2342 0.2251 -2.6305
H 5.4549 1.1333 -3.5366
H 3.9289 0.7391 -4.2816
C 4.8396 -1.7524 2.0046
C 4.1411 -0.4732 1.4602
O 4.6579 0.5793 1.6393
C 2.8951 -0.6488 0.6860
H 4.3755 -1.9579 2.9693
H 5.8663 -1.5548 2.3128
H 4.8298 -2.5689 1.2826
H 2.1289 -1.0189 1.3672
H 2.9889 -1.3462 -0.1464
H 2.6521 0.3343 0.2828
C 2.2760 2.6604 1.7340
C 2.0397 3.5947 2.8600
O 0.9134 3.9045 3.0784
C 3.1112 4.0878 3.8109
H 2.3802 1.6853 2.2099
H 3.2349 2.9661 1.3154
H 1.4819 2.7824 0.9975
H 2.7402 4.3657 4.7974
H 3.6115 4.9037 3.2893
H 3.7072 3.2169 4.0840
C -2.6736 -2.3944 -3.7495
C -3.9752 -1.9807 -4.4847
O -3.9742 -1.4134 -5.5763
C -5.2876 -2.3956 -3.9800
H -1.9502 -2.7550 -4.4808
H -2.8463 -3.2727 -3.1276
H -2.3047 -1.4724 -3.3002
H -5.2985 -3.4810 -4.0789
H -6.0050 -1.8574 -4.5994
H -5.4171 -2.1124 -2.9354
C -5.1550 -1.1205 1.7741
C -4.7181 -1.1524 0.2918
O -5.5843 -0.9990 -0.5683
C -3.2790 -1.2446 -0.1497
H -4.8227 -0.2502 2.3400
H -4.7802 -2.0104 2.2798
H -6.2304 -1.2945 1.8098
H -2.8322 -0.3791 -0.6389
H -3.2791 -1.9755 -0.9583
H -2.7174 -1.4332 0.7653
```

E = -115131.5436 eV
E_LUMO = 0.3 eV
relative energy (zero: lowest compared OMol25 entry of this formula, charge and spin) = 1.666 eV
2S+1 = 1
HOMO level = -9.4 eV

---

Q: The highest E belongs to which entry?
A: C24H48CaO24

---

Q: 2S+1 of number 3 (C24H48Cl6O7)?
A: 1